Molecular formula: CH4N2O2
Method: DFT, ωB97M-V/def2-TZVPD

XYZ file:
```
9
Properties=species:S:1:pos:R:3:forces:R:3
H -1.0145 2.3959 1.4492 -0.950 -0.019 -0.078
N -0.0251 2.2408 1.5598 0.529 -0.823 -1.339
N 0.3146 1.2694 0.8986 6.217 -2.564 2.068
O 1.8715 0.7051 1.0403 -4.703 2.526 -0.325
O -0.4672 0.4075 0.2556 -2.308 1.666 1.186
C 0.1668 -0.7864 -0.2365 1.151 1.153 -0.900
H -0.2877 -1.7076 0.1611 0.266 0.685 0.252
H 1.2324 -0.4636 0.0438 -0.751 -1.687 -0.659
H -0.0977 -0.6276 -1.2840 0.548 -0.937 -0.205
```
Positions in Å, forces in eV/Å.

Results
LUMO level: -0.13 eV
ΔE to the lowest compared entry with this formula, charge and spin: 152.16 kcal/mol
Net charge: 0
Spin multiplicity: 1
Structure (SMILES): [H]/N=[N+](/[O-])OC



Molecular formula: C5H6N2O
Method: DFT, ωB97M-V/def2-TZVPD

XYZ file:
```
14
Properties=species:S:1:pos:R:3:forces:R:3
C -1.3200 0.5228 0.6694 0.023 -0.333 -0.103
C -0.5815 1.3128 -0.2973 0.819 0.345 0.616
C 0.2115 0.1509 0.3591 -0.423 0.645 -0.096
N 1.1075 0.4741 1.4246 -0.036 0.237 0.112
C 0.2262 -1.0360 -1.8538 -0.463 -0.226 0.332
C 0.5607 -0.9852 -0.4495 0.211 -0.534 0.066
N -0.8400 -0.3890 -2.0103 0.120 -0.106 -0.549
O -0.4219 2.3952 -0.7731 -0.197 -0.375 -0.034
H 0.9258 -0.0059 2.2973 0.025 -0.036 -0.138
H 2.0836 0.4322 1.1685 -0.086 -0.018 0.021
H -1.5097 0.9743 1.6406 0.024 -0.013 -0.102
H -2.0240 -0.2226 0.3285 -0.031 0.029 0.013
H 0.6894 -1.7299 -2.5665 -0.060 0.238 0.009
H 0.8925 -1.8938 0.0625 0.073 0.146 -0.147
```
Positions in Å, forces in eV/Å.

Results
LUMO level (alpha / beta): -0.74 / -1.11 eV
ΔE to the lowest compared entry with this formula, charge and spin: 118.67 kcal/mol
Net charge: 0
Spin multiplicity: 1



Molecular formula: C2H12N2O2
Method: DFT, ωB97M-V/def2-TZVPD

XYZ file:
```
18
Properties=species:S:1:pos:R:3:forces:R:3
C 1.2662 0.7746 -0.4385 1.054 2.323 -0.517
N 1.4871 -0.4767 0.2380 -2.085 -0.715 0.286
C 0.1543 -0.9540 0.5536 -3.090 -0.808 1.789
N -0.1069 -1.5198 1.9576 1.531 2.095 0.705
H 1.0684 1.6582 0.2518 -0.297 -1.526 -0.245
H 2.2006 1.1567 -0.8622 -0.035 -0.461 -0.475
H 0.4670 0.7671 -1.2064 0.443 -0.035 0.225
H 1.8506 -1.2612 -0.3260 0.416 1.420 -0.035
H -0.2190 -1.7597 -0.1322 0.680 0.339 0.440
H -0.6996 -0.2234 0.5015 1.490 0.286 -0.720
H -0.1412 -0.7232 2.7319 0.032 -2.041 -2.395
H -1.0386 -1.8585 1.8381 -0.743 -0.352 0.533
O -4.6491 3.5709 -3.0760 0.518 2.935 0.286
H -4.8299 4.0584 -3.9003 -0.002 -1.040 0.490
H -4.7926 2.6591 -3.1192 -0.515 -1.897 -0.776
O 2.9886 -2.0092 1.8586 0.935 0.128 0.943
H 2.6286 -2.5826 1.1970 -0.393 -0.444 -0.289
H 2.3655 -1.2767 1.9328 0.061 -0.208 -0.246
```
Positions in Å, forces in eV/Å.

Results
LUMO level: 0.69 eV
ΔE to the lowest compared entry with this formula, charge and spin: 49.26 kcal/mol
Net charge: 0
Spin multiplicity: 1
Structure (SMILES): CNCN.O.O



Molecular formula: C6H7N
Method: DFT, ωB97M-V/def2-TZVPD

XYZ file:
```
14
Properties=species:S:1:pos:R:3:forces:R:3
C -0.8759 -0.3477 -1.0010 -0.177 -0.072 0.021
C -1.0791 0.2564 0.3823 -0.017 0.215 -0.077
C 0.1749 1.0031 0.8133 0.117 1.434 -0.663
C -0.0773 -0.3810 1.2988 1.053 0.566 -0.201
N 1.0706 -0.7516 0.4281 0.496 -1.971 -0.642
C 1.2391 0.6358 -0.3732 0.106 -1.900 3.108
C 0.6097 -0.5715 -0.9174 -0.400 -0.516 -0.609
H -1.1197 0.3513 -1.8068 -0.031 -0.163 0.045
H -1.4161 -1.2865 -1.1333 -0.169 0.095 0.061
H -2.0534 0.5986 0.7230 0.243 -0.217 0.063
H 0.3613 1.8335 1.4683 -0.647 0.595 -0.231
H -0.2536 -0.9139 2.2514 0.351 0.775 -0.653
H 2.3088 0.7929 -0.5978 -0.871 0.704 0.629
H 1.1527 -1.2794 -1.5236 -0.055 0.455 -0.850
```
Positions in Å, forces in eV/Å.

Results
LUMO level: 1.15 eV
ΔE to the lowest compared entry with this formula, charge and spin: 103.68 kcal/mol
Net charge: 0
Spin multiplicity: 1
Structure (SMILES): C1[C@@H]2[C@H]3[C@@H]2N2[C@H]3[C@H]12



Molecular formula: C15H30F9Na3O15S3
Method: DFT, ωB97M-V/def2-TZVPD

XYZ file:
```
75
Properties=species:S:1:pos:R:3:forces:R:3
Na -1.2474 6.0787 3.0518 0.442 -0.417 -0.106
Na 3.8982 -0.9843 3.6315 -0.216 0.084 0.152
Na -1.9276 0.9823 8.4000 0.370 -0.332 -0.396
C 5.7934 5.8029 2.4520 -1.095 -2.617 0.743
F 5.9916 5.6047 1.1293 0.055 0.236 0.750
F 6.9752 5.6569 3.1027 -0.750 0.197 -0.635
F 5.3216 7.0038 2.6549 0.148 1.303 -0.077
S 4.4013 4.5647 3.1908 -1.553 -1.022 -2.017
O 3.0913 5.0930 2.7324 1.437 0.594 0.323
O 4.6291 3.2526 2.6009 0.796 0.239 -0.472
O 4.5844 4.5541 4.6016 0.560 0.965 1.383
C -2.1776 -0.7833 2.0972 -1.066 1.840 3.072
F -3.5073 -0.4911 1.8933 1.327 0.197 -0.910
F -2.1926 -2.0556 2.4579 0.752 -0.466 -0.383
F -1.3856 -0.5415 1.0736 -0.590 -0.461 -0.571
S -1.5887 0.3550 3.5906 -0.510 1.418 -0.190
O -2.6553 0.2187 4.5983 0.649 -0.137 -0.592
O -0.3006 -0.1665 3.9885 0.022 -0.583 -0.126
O -1.4873 1.7276 3.0385 -0.525 -1.423 0.130
C 4.2728 -2.3430 10.2990 -0.462 2.648 -2.151
F 3.8962 -1.9526 11.5135 -0.147 -0.873 0.252
F 5.5927 -2.1569 10.2064 0.107 -0.617 0.197
F 3.9523 -3.5856 9.9875 0.095 -0.536 0.881
S 3.4533 -1.1897 8.9949 -0.797 1.830 -1.090
O 4.1140 0.0981 9.0298 0.249 0.133 1.554
O 3.7553 -1.7534 7.6874 -0.517 -1.648 0.125
O 2.0255 -1.1121 9.3786 1.160 -0.824 -0.095
C -4.9980 -2.6164 -4.0399 1.575 0.799 -0.517
O -3.9921 -3.2908 -4.8555 -1.769 1.443 2.136
C -4.2964 -4.5862 -5.2530 -0.226 0.677 -1.260
C -2.9759 -5.2883 -5.3000 0.021 -3.155 0.963
O -2.1203 -5.1609 -4.1549 0.739 0.815 0.504
C -2.6854 -5.4236 -2.8312 -1.026 -0.375 -2.483
H -6.0498 -2.7609 -4.2869 0.126 -0.473 -0.319
H -4.7565 -1.5648 -4.1951 -0.274 0.116 -0.117
H -4.8248 -2.7441 -2.9714 -0.082 -0.638 0.071
H -4.7986 -4.4266 -6.2072 0.468 -0.711 -0.900
H -5.0816 -5.1720 -4.7751 0.214 0.337 1.368
H -2.4282 -5.2822 -6.2424 0.443 1.209 0.362
H -3.2022 -6.3542 -5.2730 -0.556 -0.564 -0.234
H -1.9692 -5.7938 -2.0977 0.427 0.736 -0.349
H -3.3663 -6.2626 -2.9747 -0.387 -0.205 0.203
H -3.2897 -4.5572 -2.5624 0.313 -0.008 0.582
C 1.8198 -5.1526 2.7500 0.642 -0.064 -0.377
O 2.5577 -4.1573 2.0521 -0.826 1.682 0.225
C 3.1858 -4.5493 0.8281 -1.195 -0.945 0.691
C 3.1467 -3.4314 -0.2397 0.336 -0.676 1.186
O 4.1655 -2.5474 0.1004 0.925 1.128 -0.136
C 4.2527 -1.5077 -0.8826 0.267 -0.037 1.234
H 2.5182 -5.9774 2.8915 -0.245 -0.331 0.611
H 0.9373 -5.5421 2.2425 -0.004 0.154 -0.632
H 1.4320 -4.7285 3.6762 0.503 0.012 0.064
H 2.6258 -5.4460 0.5627 0.101 -0.054 -0.943
H 4.1577 -4.8978 1.1776 0.578 0.301 -0.932
H 2.1969 -2.8983 -0.1966 -0.420 -0.230 0.007
H 3.3438 -3.7220 -1.2716 -0.313 -0.820 -0.042
H 3.3300 -0.9305 -0.8223 -0.073 0.159 -0.483
H 4.4515 -1.9105 -1.8757 -0.176 -0.023 -0.101
H 5.0832 -0.8721 -0.5754 -0.041 0.012 -0.151
C -3.0256 3.9985 -3.1274 0.183 -0.432 -1.312
O -2.6830 5.3361 -3.4864 -0.105 -0.496 1.098
C -3.7012 5.9933 -4.2800 2.152 -1.235 1.025
C -2.9503 7.0111 -5.0935 0.079 1.129 -2.137
O -2.3257 6.5646 -6.3712 -1.438 0.093 1.646
C -1.9060 7.5831 -7.2711 0.406 -0.778 -0.195
H -2.2266 3.3720 -2.7311 0.606 0.913 0.329
H -3.1907 3.5070 -4.0863 -0.685 -0.415 -0.033
H -3.8695 3.8458 -2.4546 -0.311 0.507 -0.040
H -4.3782 6.5059 -3.5967 -0.199 0.171 -0.077
H -4.2308 5.1762 -4.7698 -0.200 0.515 -0.776
H -2.1996 7.5748 -4.5396 0.243 -0.632 0.559
H -3.6938 7.7916 -5.2546 -0.231 0.206 -0.914
H -0.8280 7.7315 -7.2079 0.107 0.558 0.672
H -2.4751 8.5118 -7.2300 0.010 0.003 0.237
H -1.9635 7.1746 -8.2800 -0.623 -0.108 -0.064
```
Positions in Å, forces in eV/Å.

Results
LUMO level: -2.89 eV
Net charge: 0
Spin multiplicity: 1



Molecular formula: C4H9NO2
Method: DFT, ωB97M-V/def2-TZVPD

XYZ file:
```
16
Properties=species:S:1:pos:R:3:forces:R:3
C 0.0436 -2.0799 -0.1731 -0.009 -0.186 -0.083
O 0.2421 -0.8244 0.4621 0.047 0.081 -0.082
C 0.7302 0.6600 -0.8781 0.184 0.119 0.039
C 0.3647 1.7887 0.0530 0.110 0.095 -0.165
N -0.4834 1.2428 1.1309 0.034 -0.065 0.031
C -1.0250 0.0354 0.5465 -0.154 -0.009 0.135
O -1.4094 0.1869 -0.6757 -0.023 0.006 0.085
H -0.6402 -1.9650 -1.0193 0.098 -0.044 0.094
H 1.0174 -2.4437 -0.5138 -0.151 0.036 0.043
H -0.3661 -2.7956 0.5498 0.062 0.108 -0.109
H 0.3741 0.6869 -1.9004 -0.027 -0.031 0.174
H 1.7054 0.1954 -0.7586 -0.138 0.033 0.019
H -0.1982 2.5423 -0.5026 0.069 -0.125 0.056
H 1.2579 2.2487 0.4879 -0.104 -0.089 -0.059
H 0.0849 1.0034 1.9397 -0.093 0.036 -0.085
H -1.6979 -0.4818 1.2516 0.095 0.036 -0.093
```
Positions in Å, forces in eV/Å.

Results
LUMO level: -0.16 eV
ΔE to the lowest compared entry with this formula, charge and spin: 116.46 kcal/mol
Net charge: 0
Spin multiplicity: 1



- net charge of number 3 (C2H12N2O2)?
  0